1.
Here is a cluster of 4 separate species, CH11N3O3 in total in a non-equilibrium geometry from the Open Molecules 2025 dataset. Energies are from ωB97M-V with the def2-TZVPD basis set.

Each line ends with the Löwdin charge.
CARTESIAN COORDINATES (ANGSTROEM)
N1 0.13 -0.41 0.89  0.051
C1 0.85 0.56 0.42  -0.567
N2 0.40 1.90 0.24  0.109
N3 2.17 0.38 0.17  0.152
H1 -0.69 -0.11 1.40  0.070
H2 0.76 2.35 1.08  0.100
H3 -0.60 1.99 0.24  0.035
H4 2.39 -0.62 0.12  0.074
H5 2.60 1.06 -0.42  0.101
O1 -2.44 1.64 -0.58  -0.069
H6 -2.48 0.76 -1.00  0.018
H7 -3.35 1.94 -0.56  0.047
O2 1.90 -2.52 0.44  -0.090
H8 1.68 -3.21 -0.19  0.033
H9 1.05 -2.05 0.61  -0.008
O3 -1.83 -1.08 -1.08  -0.081
H10 -1.29 -1.79 -1.45  0.042
H11 -1.24 -0.79 -0.34  -0.016

## Properties
Energy, a.u.: -434.7093
SMILES: N=C(N)N.O.O.O
E_HOMO, eV: -9.66
Relative energy (zero: lowest compared OMol25 entry of this formula, charge and spin), kcal/mol: 7.2
Lowest unoccupied orbital energy, eV: 0.68

2.
Here is the molecule C3H6N4 in a non-equilibrium geometry from the Open Molecules 2025 dataset. Energies are from ωB97M-V with the def2-TZVPD basis set.

Each line ends with the Löwdin charge.
CARTESIAN COORDINATES (ANGSTROEM)
H1 1.96 -1.58 -0.37  0.042
N1 1.24 -1.27 -1.09  0.058
C1 0.50 -0.33 -0.58  -0.508
N2 -0.01 0.71 -1.31  0.061
N3 -0.61 1.61 -0.48  0.051
C2 -0.82 0.99 0.60  -0.213
N4 -0.26 -0.24 0.55  -0.052
C3 -0.19 -1.09 1.83  0.024
H2 0.43 0.94 -2.17  0.137
H3 -1.34 1.47 1.45  0.144
H4 0.46 -0.47 2.46  0.090
H5 0.29 -2.04 1.68  0.065
H6 -1.24 -1.29 2.16  0.102

## Properties
Energy, a.u.: -336.8821
SMILES: [H]/N=c1/[nH]ncn1C
E_HOMO, eV: -8.02
Relative energy (zero: lowest compared OMol25 entry of this formula, charge and spin), kcal/mol: 42.1
Lowest unoccupied orbital energy, eV: 0.73

3.
Here is a cluster of 3 separate species, C3H9N2O2 in total in a non-equilibrium geometry from the Open Molecules 2025 dataset. Energies are from ωB97M-V with the def2-TZVPD basis set.

Each line ends with the Löwdin charge.
CARTESIAN COORDINATES (ANGSTROEM)
C1 2.12 1.09 -0.74  -0.024
C2 1.15 2.00 -0.45  -0.022
N1 -0.04 1.32 -0.47  0.126
C3 0.18 0.04 -0.80  -0.073
N2 1.47 -0.09 -1.00  0.127
H1 3.16 1.26 -0.93  0.137
H2 1.37 3.02 -0.24  0.135
H3 -0.96 1.70 -0.33  0.184
H4 -0.60 -0.69 -0.87  0.137
H5 1.94 -0.95 -1.24  0.184
H6 -0.30 -0.71 2.68  0.060
H7 -1.44 -0.78 1.62  0.012
O1 -0.48 -0.76 1.74  -0.061
H8 -2.91 -1.95 0.98  0.063
H9 -2.28 -2.70 -0.16  0.070
O2 -2.37 -1.81 0.20  -0.054

## Properties
Energy, a.u.: -379.4769
E_HOMO, eV: -14.21
Relative energy (zero: lowest compared OMol25 entry of this formula, charge and spin), kcal/mol: 17.5
Total charge: +1
Lowest unoccupied orbital energy, eV: -2.79

4.
Here is a structure of composition C26H49GeN8O3STi from the Open Molecules 2025 dataset. Energies are from ωB97M-V with the def2-TZVPD basis set.

Each line ends with the Löwdin charge.
CARTESIAN COORDINATES (ANGSTROEM)
Ti1 -0.14 -0.05 -0.31  1.004
C1 3.19 0.83 2.79  -0.026
C2 2.15 -0.08 3.44  -0.679
C3 1.70 0.53 4.77  -0.068
C4 2.73 -1.46 3.70  -0.029
O1 1.03 -0.24 2.53  -0.384
Ge1 -0.46 0.79 2.66  1.118
O2 -0.22 1.58 0.68  -0.430
C5 -0.35 3.04 0.63  -0.626
C6 -0.31 3.56 -0.80  -0.013
C7 -1.70 3.42 1.23  -0.040
C8 0.79 3.64 1.44  -0.021
O3 -1.39 -0.51 1.53  -0.433
C9 -2.67 -0.85 2.18  -0.656
C10 -3.60 0.36 2.15  -0.028
C11 -3.34 -2.05 1.50  -0.029
C12 -2.38 -1.27 3.62  -0.049
H1 4.07 0.93 3.44  0.102
H2 3.52 0.40 1.84  0.053
H3 2.79 1.83 2.62  0.072
H4 2.53 0.56 5.48  0.102
H5 1.34 1.55 4.65  0.065
H6 0.90 -0.08 5.22  0.090
H7 3.53 -1.41 4.44  0.100
H8 1.96 -2.13 4.07  0.095
H9 3.16 -1.88 2.78  0.060
H10 -1.03 3.03 -1.43  0.084
H11 -0.59 4.61 -0.80  0.108
H12 0.69 3.50 -1.25  0.074
H13 -2.50 2.92 0.68  0.087
H14 -1.77 3.15 2.28  0.056
H15 -1.85 4.49 1.15  0.103
H16 1.76 3.39 1.00  0.082
H17 0.70 4.73 1.46  0.109
H18 0.77 3.30 2.47  0.066
H19 -3.58 0.86 1.18  0.066
H20 -4.63 0.06 2.36  0.104
H21 -3.32 1.10 2.90  0.079
H22 -3.64 -1.87 0.47  0.069
H23 -2.70 -2.94 1.55  0.089
H24 -4.25 -2.29 2.05  0.107
H25 -2.04 -0.44 4.24  0.055
H26 -3.28 -1.66 4.09  0.107
H27 -1.62 -2.06 3.64  0.096
C13 0.39 -3.04 -2.48  -0.173
C14 -0.89 -3.03 -1.68  -0.156
N1 -0.78 -2.29 -0.40  -0.138
C15 -0.10 -3.05 0.68  -0.230
C16 1.42 -3.05 0.61  -0.358
S1 2.09 -1.43 0.12  0.968
C17 3.02 -1.86 -1.39  -0.366
C18 2.35 -1.59 -2.73  -0.236
N2 0.89 -1.68 -2.65  -0.080
H28 1.15 -3.64 -1.97  0.107
H29 0.21 -3.54 -3.43  0.139
H30 -1.67 -2.53 -2.27  0.115
H31 -1.23 -4.06 -1.50  0.137
H32 -1.73 -2.18 -0.08  0.053
H33 -0.39 -2.55 1.61  0.095
H34 -0.46 -4.08 0.71  0.140
H35 1.81 -3.27 1.60  0.082
H36 1.82 -3.79 -0.08  0.077
H37 3.96 -1.30 -1.33  0.087
H38 3.29 -2.91 -1.27  0.084
H39 2.60 -0.58 -3.07  0.099
H40 2.77 -2.28 -3.47  0.136
H41 0.51 -1.32 -3.52  0.113
N3 -3.39 -0.28 -1.43  0.204
C19 -2.60 0.10 -2.44  -0.423
N4 -3.11 0.12 -3.66  0.200
C20 -2.29 0.54 -4.62  -0.401
N5 -2.73 0.56 -5.87  0.218
N6 -1.01 0.98 -4.41  0.208
C21 -0.59 0.89 -3.17  -0.296
N7 -1.31 0.41 -2.13  0.086
C22 0.78 1.36 -2.87  -0.238
C23 1.52 2.10 -3.77  0.035
C24 2.78 2.54 -3.38  0.004
C25 3.24 2.25 -2.10  0.002
C26 2.42 1.50 -1.26  -0.124
N8 1.22 1.06 -1.64  -0.008
H42 -3.14 -0.04 -0.48  0.062
H43 -4.38 -0.39 -1.64  0.136
H44 -3.67 0.27 -6.07  0.132
H45 -2.13 0.90 -6.61  0.129
H46 1.12 2.31 -4.75  0.128
H47 3.39 3.13 -4.06  0.130
H48 4.20 2.59 -1.76  0.129
H49 2.72 1.26 -0.25  0.103

## Properties
Energy, a.u.: -5008.2391
Multiplicity: 2
E_HOMO (spin up / spin down), eV: -13.63 / -13.63
Relative energy (zero: lowest compared OMol25 entry of this formula, charge and spin), kcal/mol: 5.1
Total charge: +2
Lowest unoccupied orbital energy (spin up / spin down), eV: -6.21 / -6.17

5.
Here is a structure of composition C5H13N3RuS3 in a non-equilibrium geometry from the Open Molecules 2025 dataset. Energies are from ωB97M-V with the def2-TZVPD basis set.

Each line ends with the Löwdin charge.
CARTESIAN COORDINATES (ANGSTROEM)
Ru1 -1.22 -0.72 0.06  0.752
N1 -0.54 0.14 -2.07  -0.033
C1 0.70 0.87 -1.78  -0.237
C2 1.74 -0.10 -1.21  -0.196
N2 1.27 -0.73 0.03  -0.119
C3 1.77 -0.11 1.27  -0.195
C4 0.75 0.86 1.87  -0.234
N3 -0.47 0.12 2.19  -0.031
H1 -0.36 -0.53 -2.83  0.111
H2 -1.26 0.78 -2.39  0.103
H3 0.48 1.65 -1.06  0.107
H4 1.11 1.34 -2.69  0.131
H5 2.68 0.44 -1.04  0.127
H6 1.93 -0.88 -1.95  0.129
H7 1.54 -1.72 0.03  0.126
H8 2.71 0.43 1.08  0.128
H9 1.97 -0.89 2.00  0.129
H10 0.50 1.65 1.15  0.107
H11 1.18 1.33 2.76  0.131
H12 -1.20 0.75 2.53  0.086
H13 -0.29 -0.56 2.92  0.113
S1 -5.02 -1.21 -1.32  0.595
C5 -3.77 -1.04 -0.24  -1.893
S2 -2.84 -2.40 0.33  0.559
S3 -3.37 0.54 0.36  0.504

## Properties
Energy, a.u.: -1651.7401
Multiplicity: 2
E_HOMO (spin up / spin down), eV: -10.91 / -11.23
Relative energy (zero: lowest compared OMol25 entry of this formula, charge and spin), kcal/mol: 41.5
Total charge: +1
Lowest unoccupied orbital energy (spin up / spin down), eV: -5.88 / -4.78

6.
Here is a cluster of 4 separate species, C19H40F3O10 in total in a non-equilibrium geometry from the Open Molecules 2025 dataset. Energies are from ωB97M-V with the def2-TZVPD basis set.

Each line ends with the Löwdin charge.
CARTESIAN COORDINATES (ANGSTROEM)
O1 6.52 -2.39 -2.68  -0.095
C1 6.64 -1.05 -2.71  -0.154
O2 6.21 -0.33 -1.49  -0.137
C2 5.71 1.02 -1.86  -0.198
C3 4.05 1.10 -1.68  -0.187
C4 3.42 1.37 -3.18  -0.373
O3 3.94 2.72 -3.55  -0.212
C5 1.78 1.50 -3.16  -0.171
C6 0.97 0.07 -3.09  -0.238
O4 1.82 -1.13 -3.19  -0.079
C7 -0.02 0.09 -1.77  -0.193
F1 0.72 0.19 -0.49  0.010
F2 -0.88 -1.13 -1.88  -0.021
F3 -0.96 1.25 -1.94  -0.020
H1 7.05 -0.55 -3.68  0.156
H2 6.22 1.88 -1.23  0.113
H3 6.01 1.24 -2.99  0.112
H4 3.73 0.09 -1.18  0.095
H5 3.78 1.96 -0.89  0.095
H6 3.22 3.28 -3.96  0.056
H7 1.43 2.05 -4.13  0.107
H8 1.49 2.15 -2.21  0.106
H9 0.24 0.04 -4.03  0.169
H10 2.51 -1.18 -2.47  0.100
C8 5.99 3.51 3.83  -0.110
O5 7.21 4.23 3.66  -0.203
C9 8.14 3.55 2.81  -0.196
C10 8.12 4.13 1.39  -0.196
O6 6.86 3.89 0.75  -0.205
C11 6.02 5.04 0.77  -0.107
H11 5.25 4.19 4.24  0.088
H12 5.62 3.12 2.88  0.086
H13 6.15 2.68 4.53  0.085
H14 7.93 2.47 2.79  0.126
H15 9.13 3.69 3.23  0.118
H16 8.88 3.62 0.79  0.122
H17 8.36 5.20 1.40  0.121
H18 6.35 5.76 0.02  0.086
H19 6.00 5.52 1.76  0.080
H20 5.00 4.73 0.53  0.089
C12 -5.71 -0.51 2.09  -0.110
O7 -4.49 0.21 1.92  -0.195
C13 -3.56 -0.47 1.07  -0.181
C14 -3.58 0.11 -0.35  -0.189
O8 -4.84 -0.13 -0.99  -0.198
C15 -5.68 1.02 -0.97  -0.112
H21 -6.45 0.17 2.50  0.088
H22 -6.08 -0.90 1.14  0.071
H23 -5.55 -1.34 2.79  0.081
H24 -3.77 -1.55 1.05  0.119
H25 -2.57 -0.33 1.49  0.126
H26 -2.82 -0.40 -0.95  0.100
H27 -3.34 1.18 -0.34  0.126
H28 -5.35 1.74 -1.72  0.086
H29 -5.70 1.50 0.02  0.082
H30 -6.70 0.71 -1.21  0.086
C16 -6.30 -3.92 -0.46  -0.096
O9 -7.56 -4.00 0.20  -0.198
C17 -8.06 -5.34 0.24  -0.197
C18 -7.81 -5.99 1.60  -0.198
O10 -6.41 -6.17 1.84  -0.197
C19 -5.87 -5.16 2.70  -0.108
H31 -5.85 -2.95 -0.21  0.073
H32 -5.62 -4.70 -0.13  0.086
H33 -6.45 -3.97 -1.54  0.091
H34 -7.63 -5.94 -0.57  0.124
H35 -9.15 -5.28 0.08  0.120
H36 -8.27 -6.99 1.61  0.120
H37 -8.27 -5.41 2.41  0.123
H38 -6.16 -5.37 3.73  0.085
H39 -6.22 -4.16 2.41  0.076
H40 -4.78 -5.19 2.61  0.092

## Properties
Energy, a.u.: -1799.5919
E_HOMO, eV: -1.96
Relative energy (zero: lowest compared OMol25 entry of this formula, charge and spin), kcal/mol: 115.2
Total charge: -1
Lowest unoccupied orbital energy, eV: 2.24

Question: Which of these has the lowest energy?
Answer: C26H49GeN8O3STi